Entry from the OMol25 dataset: the molecule C4H4O (ωB97M-V with the def2-TZVPD basis set).

LUMO level ... -0.00587 Eh
2S+1 ... 1
Largest force on an atom ... 0.458 eV/A
Molecular weight ... 68.08 u
Gap between HOMO and LUMO ... 8.38 eV
SMILES ... C=C=C=CO
Energy relative to the best compared isomer or geometry (same formula, charge and spin) ... 3.165 eV
Total energy ... -229.91165 hartree

Positions of all 9 atoms, in Å:
C1 -1.63133 0.30291 -0.53934
C2 -0.43802 -0.15310 -0.85028
C3 0.80053 -0.51235 -0.87873
C4 1.53047 -0.52266 0.26499
O1 1.25662 0.33379 1.25000
H1 -1.70325 1.34584 -0.23254
H2 -2.53833 -0.28173 -0.58779
H3 2.38309 -1.15314 0.50119
H4 0.34022 0.64043 1.07251

Atomic partial charges in e from the natural (NBO) method, atoms 1 to 4: number 1, C, carries -0.5968; number 2, C, carries 0.1203; number 3, C, carries -0.3105; number 4, C, carries 0.2710